1.
13
Properties=species:S:1:pos:R:3:forces:R:3:mulliken_charge:R:1 method="wB97M-V/def2-TZVPD" orbital_gap_ha=0.4080 total_charge=+1 mol_weight_g_mol=87.1 e_homo_ev=-14.4 multiplicity=1 smiles="NC1=N[NH2+]NC1"
N -2.1729 0.3208 0.0283 2.62 -0.66 -0.33 -0.33
C -0.8622 0.2274 -0.0891 5.77 3.20 1.56 0.52
N 0.0387 1.3473 -0.0786 -4.52 -2.75 0.02 -0.73
N 1.3570 0.8600 -0.0344 -0.65 -0.93 0.94 0.26
N 1.3589 -0.6154 -0.0677 0.79 1.05 0.42 -0.41
C -0.0284 -1.0279 0.0116 0.10 0.28 0.87 -0.51
H -2.5968 -0.5447 -0.2335 -1.41 0.19 -0.11 0.28
H -2.4260 1.2629 -0.1257 -1.69 0.79 -0.27 0.31
H 1.7959 1.0894 -0.8736 0.95 0.82 -2.04 0.32
H 1.9220 1.3526 0.6944 -0.67 -0.80 0.08 0.36
H 1.9063 -0.9351 0.7097 0.21 -0.18 0.43 0.30
H -0.1751 -1.6860 0.8599 -0.53 0.36 0.58 0.35
H -0.1172 -1.6514 -0.8012 -0.97 -1.36 -2.17 0.30

---

2.
13
Properties=species:S:1:pos:R:3:forces:R:3:mulliken_charge:R:1 method="wB97M-V/def2-TZVPD" orbital_gap_ha=0.3074 total_charge=+1 mol_weight_g_mol=87.1 e_homo_ev=-13.2 multiplicity=1
C 0.5024 0.4844 -0.1760 -2.76 -2.39 0.64 0.34
C -0.1694 0.9564 1.0548 2.98 -0.24 1.79 -0.87
N -0.5119 -0.9727 -1.0365 1.20 2.01 -0.98 -0.07
N -1.0931 -1.8838 -0.6082 0.08 0.07 -0.10 0.06
N -1.1179 -2.6552 0.4204 -1.55 -0.94 0.71 -0.29
N 0.9730 1.1093 -1.1656 0.54 0.82 -1.78 -0.22
H -0.7789 0.2341 1.6107 0.38 -0.31 -0.62 0.28
H -0.7928 1.8024 0.9307 -0.23 1.32 -0.23 0.34
H 0.7439 1.1648 1.7794 -1.85 0.05 -1.15 0.30
H -2.0759 -2.9649 0.5590 0.45 -0.58 0.06 0.30
H -0.5600 -2.5713 1.2479 0.72 0.72 0.29 0.25
H 1.0434 2.1182 -1.4027 -0.15 -0.56 1.01 0.27
H 1.1220 0.5469 -2.0120 0.21 0.03 0.36 0.30

---

3.
13
Properties=species:S:1:pos:R:3:forces:R:3:mulliken_charge:R:1 method="wB97M-V/def2-TZVPD" orbital_gap_ha="0.2962 / 0.2962" total_charge=+1 mol_weight_g_mol=87.1 e_homo_ev="-14.3 / -14.3" multiplicity=1
H 1.2555 1.4255 -0.8729 -0.10 -0.77 1.80 0.35
N 1.6374 1.2072 0.1085 -0.53 1.80 -2.33 -0.53
N 1.8065 0.0088 0.3514 1.19 1.67 -0.51 0.40
C 1.1234 -1.0532 -0.2353 0.81 -1.77 -1.63 -0.21
N -0.3088 -0.9022 0.0216 -2.69 -0.78 0.91 -0.33
N -0.7763 0.2093 -0.0313 2.67 0.53 -0.86 0.07
C -2.1498 0.4550 0.1490 -2.61 0.58 0.54 -0.62
H 2.5208 -0.0147 1.0557 -0.10 -1.35 1.35 0.34
H 1.5975 -2.0643 0.0808 -1.32 1.78 -0.63 0.35
H 0.9990 -0.8956 -1.3425 1.28 -0.60 0.72 0.31
H -2.4031 1.5175 0.2785 0.89 -0.24 0.26 0.29
H -2.3800 -0.0904 1.0457 -0.72 -0.14 0.52 0.29
H -2.9221 0.1971 -0.6091 1.22 -0.70 -0.13 0.29

---

4.
13
Properties=species:S:1:pos:R:3:forces:R:3:mulliken_charge:R:1 method="wB97M-V/def2-TZVPD" orbital_gap_ha=0.4067 total_charge=+1 mol_weight_g_mol=87.1 e_homo_ev=-15.0 multiplicity=1
C 1.8672 3.2876 1.0707 0.42 -1.70 -1.85 -0.20
C -1.7143 -2.5964 -1.1689 2.07 1.63 3.03 -0.22
N 1.3348 2.2240 0.6745 0.33 -0.14 0.25 0.20
N 0.5898 1.3665 0.2609 -1.12 0.50 -1.10 -0.08
N 0.5565 0.1481 0.6084 -0.12 -0.92 0.07 -0.29
N -1.0437 -1.7936 -0.3743 -1.52 -1.06 -2.59 -0.47
H 1.4810 3.7787 1.8784 -1.07 1.42 2.03 0.28
H 2.7318 3.6281 0.5463 0.65 0.23 -0.13 0.26
H -2.3535 -3.4442 -0.9205 -0.08 0.47 0.52 0.25
H -1.4767 -2.4345 -2.1508 0.24 0.06 -2.66 0.27
H 1.1716 -0.0603 1.4061 -0.26 -0.59 -0.47 0.22
H -0.1462 -0.6167 -0.0117 1.19 1.00 0.66 0.55
H -1.2951 -1.8762 0.5625 -0.74 -0.90 2.24 0.24

---

5.
13
Properties=species:S:1:pos:R:3:forces:R:3:mulliken_charge:R:1 method="wB97M-V/def2-TZVPD" orbital_gap_ha=0.4094 total_charge=+1 mol_weight_g_mol=87.1 e_homo_ev=-14.6 multiplicity=1
C 0.9345 1.0626 1.0670 0.91 -2.03 1.88 -0.67
C 0.9665 -0.0214 0.3247 0.90 2.85 -1.23 -0.20
N -1.5392 -1.0135 -0.4186 2.65 0.96 -1.67 -0.29
N -2.4580 -1.3206 0.0973 -2.89 -1.53 1.46 0.81
N -3.3716 -1.6466 0.7947 0.06 0.53 0.90 -0.80
N 0.6977 0.1360 -1.1064 -3.10 -2.56 0.35 -0.40
H 1.4067 0.8776 2.0254 -0.67 0.19 0.45 0.24
H 0.4215 1.9598 0.9775 -0.18 1.84 -1.04 0.34
H 1.0916 -0.9542 0.7598 0.92 -1.79 -0.02 0.48
H -4.0814 -2.2107 0.3739 -0.54 -0.41 -0.48 0.32
H 1.0806 -0.5071 -1.7878 0.92 -0.31 0.32 0.35
H 0.8202 1.0689 -1.4739 -0.41 0.33 0.26 0.30
H -0.3790 -0.3671 -0.9805 1.44 1.92 -1.18 0.53

---

6.
13
Properties=species:S:1:pos:R:3:forces:R:3:mulliken_spin:R:1 method="wB97M-V/def2-TZVPD" orbital_gap_ha="0.3081 / 0.3558" total_charge=+1 mol_weight_g_mol=87.1 e_homo_ev="-11.6 / -16.4" multiplicity=3
C -1.5140 -0.6382 -0.0560 -0.44 -2.90 -0.58 -0.01
C 1.9663 0.4306 0.0203 -0.83 -2.10 -1.94 -0.01
N -0.3525 1.2975 0.0720 2.50 5.01 0.15 0.59
N -1.5106 0.7853 0.1217 -4.97 -0.40 -0.40 0.40
N -0.0470 -0.8703 -0.1585 -1.89 -1.97 1.01 0.37
N 0.5203 0.2975 -0.0793 2.60 -1.94 -0.43 0.48
H -1.9909 -1.2864 0.7727 0.89 1.36 -0.70 0.06
H -1.9541 -1.1729 -0.9914 0.33 1.71 1.00 0.06
H 2.2854 -0.2921 0.7701 0.44 0.77 0.57 0.02
H 2.0634 1.4618 0.0743 1.07 1.77 1.00 0.01
H 2.4523 0.0932 -0.9379 -0.65 0.32 0.69 0.03
H -2.2688 1.5331 -0.0321 1.10 -2.19 0.28 -0.01
H 0.3504 -1.6392 0.4242 -0.16 0.56 -0.65 0.03

---

7.
14
Properties=species:S:1:pos:R:3:forces:R:3:mulliken_charge:R:1 method="wB97M-V/def2-TZVPD" orbital_gap_ha="0.3536 / 0.3536" total_charge=+1 mol_weight_g_mol=103.1 e_homo_ev="-13.3 / -13.3" multiplicity=1
C -1.5825 0.1121 -0.0576 -0.38 -0.11 -0.09 0.15
C 2.9270 -0.9183 0.1486 0.05 -0.33 -0.24 -0.26
N 1.9563 1.2802 0.1052 1.03 2.37 1.24 0.04
N -0.9567 0.2071 -1.1962 0.17 0.21 -0.32 -0.27
N 2.2368 0.1218 0.0120 0.22 -1.86 -0.28 0.24
N -1.3665 0.9571 0.9136 0.14 0.39 0.31 -0.25
O 0.9656 1.8732 -0.3112 -0.86 -0.04 -0.78 -0.55
H 3.6706 -1.1898 -0.5886 0.02 0.09 -0.17 0.27
H -2.3201 -0.6721 0.0863 0.09 0.06 -0.01 0.36
H 2.7449 -1.5867 0.9753 -0.12 -0.04 0.22 0.26
H -1.1657 -0.3908 -1.9798 -0.07 -0.07 0.14 0.22
H -0.2467 0.9549 -1.2788 -0.12 -0.36 -0.06 0.28
H -0.6915 1.7108 0.7692 -0.16 -0.20 0.18 0.27
H -1.8629 0.9104 1.7905 -0.01 -0.12 -0.14 0.23

---

8.
14
Properties=species:S:1:pos:R:3:forces:R:3:mulliken_charge:R:1 method="wB97M-V/def2-TZVPD" orbital_gap_ha="0.2843 / 0.2844" total_charge=+1 mol_weight_g_mol=119.2 e_homo_ev="-12.6 / -12.6" multiplicity=1
C 0.5815 0.5945 0.7504 0.13 -0.76 -0.45 0.16
C -0.0085 1.3146 -1.8410 -2.80 1.83 2.42 -0.61
N -0.9430 -2.9172 -0.0415 0.80 -2.66 -1.23 -0.66
N -1.3084 -1.8257 0.1550 0.46 1.42 1.36 0.66
N -1.3275 -0.6934 0.4330 0.13 1.46 0.01 -0.09
N 1.2963 0.4141 1.8362 1.96 2.28 -0.08 -0.35
S 1.1475 1.6635 -0.4675 0.35 -0.23 0.21 -0.06
H 0.2063 0.4487 -2.4061 0.52 -0.69 -0.62 0.28
H -0.2161 2.2542 -2.4417 0.59 -1.27 0.70 0.35
H -0.9471 1.1381 -1.1734 1.26 0.18 -1.89 0.14
H 0.0255 -3.3476 -0.2996 -1.60 1.79 0.71 0.34
H -1.7659 0.1380 0.9003 -0.03 -2.04 -0.66 0.40
H 1.1326 -0.2529 2.5814 -0.46 0.16 -0.33 0.23
H 2.1269 1.0710 2.0147 -1.31 -1.48 -0.15 0.22

---

Quick rundown of total energy, same order as above: -299.0881, -299.0152, -299.0087, -299.0274, -299.0394, -298.9757, -374.3144, -697.1338 hartree